1.
Density functional theory data (ωB97M-V with the def2-TZVPD basis set) for C2H6IN in the gas phase.

Each line ends with the natural charge from an NBO analysis.
Atoms and positions in Å:
I 2.68623 0.00873 -0.09080  0.196
N 1.03161 1.24329 0.34252  -0.748
C -0.39462 0.50592 -0.47318  -0.192
C -0.67178 -0.82932 0.15635  -0.673
H -0.14452 0.38629 -1.47316  0.196
H 0.61679 0.90237 1.17847  0.329
H 0.23721 -1.36049 -0.19452  0.233
H -0.93870 1.40953 -0.22190  0.210
H -0.91291 -0.86819 1.20291  0.220
H -1.50931 -1.39815 -0.42668  0.228

Lowest unoccupied orbital energy   0.0 eV
HOMO level   -9.054 eV
SMILES   CCNI
Relative energy (zero: lowest compared OMol25 entry of this formula, charge and spin)   19.98 kcal per mole
Frontier orbital gap   9.09 eV
Charge   0

2.
Density functional theory data (ωB97M-V with the def2-TZVPD basis set) for 6 unconnected molecules or ions with the total composition C30H46FN2O22.

Each line ends with the Mulliken charge.
Atoms and positions in Å:
F -4.90408 -0.39476 0.73516  -0.401
O 4.31065 0.04323 2.01365  -0.579
O -8.50334 -2.64193 -5.45786  -0.522
O 10.54254 -1.93367 2.00040  -0.358
O 0.53329 2.21248 -1.39275  -0.437
O 10.77010 -0.65555 0.20061  -0.342
O 13.33546 2.45624 2.05612  -0.560
O 14.33312 1.16067 3.60784  -0.311
O -3.06102 -2.16295 2.35466  -0.579
O 15.51175 1.90268 1.87882  -0.321
O -6.35961 -0.08745 -4.04904  -0.102
O -7.86314 1.90470 -2.21152  -0.490
O -10.42746 -1.48490 -5.19298  -0.346
O -4.88794 -3.22108 3.12783  -0.310
O -3.87762 -1.71401 4.39954  -0.311
O -8.80970 -1.29945 -3.68703  -0.205
O 4.43954 -2.10476 1.35039  -0.320
O 6.27956 -0.86638 1.41263  -0.318
O -3.94800 -0.99659 -2.94108  -0.510
O -6.46580 -0.96949 -5.16382  -0.619
O -6.33448 2.10908 1.09492  -0.505
O 2.52462 1.60897 -2.07085  -0.517
O 9.93224 -2.73714 -0.01269  -0.565
N -5.93989 1.48445 -1.06905  0.517
N -3.52435 0.79800 -0.75296  0.639
C -2.74497 -1.08223 -2.21202  -0.779
C -5.10447 -2.03210 5.08104  -0.286
C -5.77147 2.36195 0.09210  0.731
C -9.72765 -0.23834 -3.39723  -0.267
C 11.28437 -0.78434 2.43257  -0.129
C 5.45690 -2.88878 0.70559  -0.324
C 4.95429 -0.88754 1.63112  0.692
C -4.93917 3.62443 -0.03911  -1.206
C 11.00759 0.21069 1.32180  -0.140
C -3.86964 -2.35498 3.21743  0.726
C 10.38134 -1.85918 0.65901  0.690
C -5.49682 -3.34479 4.42455  -0.343
C -9.19643 -1.89172 -4.84320  0.675
C -6.72542 2.18310 -2.11056  0.663
C -2.37120 0.28524 -1.64387  -0.575
C 16.46791 1.33067 2.77893  -0.319
C -4.76848 0.82500 -1.64652  -1.464
C -3.60282 -0.01092 0.55477  0.121
C -5.03277 -0.63337 -2.09809  1.033
C 6.72926 -2.21053 1.17818  -0.098
C -1.02072 0.36421 -0.93637  -0.345
C -6.35309 -0.82368 -2.83572  -1.559
C -10.97879 -0.69166 -4.12876  -0.401
C -0.57218 1.80616 -0.60565  -0.510
C -6.06966 3.20255 -3.01119  -1.270
C 1.77571 1.65096 -1.16510  0.616
C 14.30182 1.89739 2.47221  0.697
C -3.09800 0.79596 1.73390  -1.339
C 15.58801 0.47050 3.66972  -0.282
C 2.07361 1.19657 0.23584  -0.661
H -5.82326 -1.23638 4.88400  0.253
H -2.01232 0.69997 1.83798  0.234
H 1.96107 2.00542 0.96938  0.351
H -2.35669 0.99263 -2.48845  0.416
H 11.83495 0.87941 1.11179  0.158
H -0.37784 1.93172 0.46908  0.308
H 15.92073 0.41325 4.70183  0.312
H 1.40941 0.37020 0.52982  0.236
H 7.09538 -2.62209 2.11938  0.282
H -0.30199 -0.05455 -1.65683  0.736
H -6.22660 2.88472 -4.05073  0.308
H -1.36185 2.53181 -0.86470  0.303
H -1.95134 -1.39755 -2.89859  0.448
H -3.00022 -0.91200 0.42875  0.629
H 16.95396 2.13792 3.32783  0.266
H -6.56739 -3.48215 4.31032  0.297
H -5.05701 -1.31371 -1.23751  0.220
H -11.61758 -1.32405 -3.51163  0.263
H -9.30482 0.68321 -3.79448  0.217
H -7.38809 -1.29372 -5.09881  0.446
H -6.47611 -1.89823 -3.02860  0.669
H 7.53122 -2.21760 0.44587  0.100
H 3.09146 0.79999 0.26163  0.143
H -4.43231 3.81063 0.91641  0.401
H -5.06388 -4.21046 4.92543  0.281
H -3.24392 1.74642 -0.49170  0.338
H -0.97344 -0.29010 -0.05333  0.320
H -6.57782 4.16469 -2.85686  0.404
H -7.18894 -0.48844 -2.20830  0.409
H -11.56489 0.11799 -4.55283  0.325
H 5.36777 -3.92663 1.01168  0.293
H -4.43084 1.35352 -2.55194  0.680
H -4.99818 3.34392 -2.85069  0.329
H -3.40181 1.84603 1.69030  0.187
H 10.10572 0.79580 1.50601  0.232
H 5.32150 -2.80968 -0.37359  0.268
H 12.33932 -1.05578 2.49527  0.160
H -2.83270 -1.84724 -1.42062  0.336
H -4.91778 -2.10448 6.14782  0.295
H -3.54237 0.36528 2.63784  0.380
H 15.45253 -0.53581 3.27033  0.235
H 10.93284 -0.46669 3.40950  0.307
H -5.63523 4.46501 -0.18435  0.309
H 17.20864 0.77205 2.21474  0.287
H -4.22773 3.63458 -0.87150  0.312
H -9.85511 -0.14040 -2.32325  0.343

Lowest unoccupied orbital energy   -2.5 eV
HOMO level   -12.129 eV
Relative energy (zero: lowest compared OMol25 entry of this formula, charge and spin)   0.00 kcal per mole
Frontier orbital gap   9.63 eV
Charge   +1

3.
Density functional theory data (ωB97M-V with the def2-TZVPD basis set) for a molecular structure, C12H30CaIN2O8S.

Each line ends with the natural charge from an NBO analysis.
Atoms and positions in Å:
I 1.55727 3.02618 -0.39384  -0.901
Ca -0.14875 0.71761 -0.46502  1.728
S -1.49296 -2.32939 -1.13669  2.602
O -2.61114 -3.13909 -0.67023  -1.050
O -1.22697 -1.14089 -0.25642  -1.209
O -2.11961 2.43202 -0.28438  -0.575
O 1.45210 -0.20349 -1.83660  -0.612
O 3.25265 -2.14261 1.52375  -0.564
O -0.23726 -3.05367 -1.38917  -1.069
O -1.98077 -1.76426 -2.42533  -1.127
O -1.20926 0.83206 1.80710  -0.593
N 1.35146 -0.12016 1.50741  -0.673
N -1.32113 0.75013 -2.50736  -0.765
C 2.78003 -0.66145 -1.71863  -0.235
C -0.44108 0.80910 2.96922  -0.062
C -0.22030 0.81869 -3.45386  -0.251
C 1.06483 0.78005 2.62798  -0.267
C -2.31382 1.82522 -2.67816  -0.234
C -3.01462 2.21033 -1.35568  -0.074
C 2.15239 -2.30799 2.44590  -0.086
C -2.52019 0.28016 1.94800  -0.238
C -2.53442 3.48119 0.55802  -0.239
C 4.27239 -3.09366 1.72852  -0.252
C 0.88622 -0.23747 -3.17893  -0.082
C 0.98366 -1.54436 1.81693  -0.281
H 0.87885 -1.94235 0.80210  0.265
H 4.05307 -4.15825 1.83978  0.175
H -0.63720 -0.04540 3.63552  0.160
H 1.27212 1.80643 2.30663  0.230
H -1.84755 2.69956 -3.14062  0.188
H -3.67261 1.37641 -1.07778  0.181
H 0.31010 1.77583 -3.46783  0.201
H 3.32665 -0.47103 -2.64385  0.166
H -3.62099 3.49497 0.70262  0.162
H -3.00535 0.31535 0.98038  0.220
H -2.23436 4.43995 0.12768  0.182
H -3.04558 1.48165 -3.41940  0.185
H 1.71110 -0.16522 -3.89129  0.170
H -3.11349 0.84073 2.67958  0.153
H -3.69821 3.02349 -1.62171  0.175
H 2.77168 -1.75535 -1.63749  0.189
H -2.12545 3.38770 1.56289  0.198
H 0.37722 -1.17418 -3.42896  0.230
H -0.69308 1.68470 3.58669  0.169
H 0.01973 -1.70800 2.28887  0.217
H 4.90873 -3.08143 0.83731  0.188
H -1.81000 -0.16456 -2.61212  0.463
H 1.65401 0.68189 3.54821  0.171
H 4.90395 -2.73470 2.54826  0.159
H 2.35652 -0.20271 1.39182  0.390
H 3.21770 -0.29542 -0.79748  0.200
H 2.50124 -1.85829 3.38422  0.158
H -2.37767 -0.75109 2.27408  0.196
H 1.92373 -3.37266 2.50333  0.188
H -0.66557 0.64775 -4.44396  0.182

Lowest unoccupied orbital energy   2.6 eV
HOMO level   -4.330 eV
Frontier orbital gap   6.90 eV
Charge   -1

4.
Density functional theory data (ωB97M-V with the def2-TZVPD basis set) for a molecular structure, C51H40I2N2O2P2W.

Each line ends with the Mulliken charge.
Atoms and positions in Å:
W -0.13968 -0.21015 0.05156  2.408
I -0.68970 -1.39699 2.64170  0.201
I 1.09563 -3.68380 0.88051  0.057
P -2.70349 -0.15803 0.20378  1.602
P 0.18353 -0.00632 -2.57754  1.592
O -0.32081 3.84037 -0.32678  -0.692
O -0.56712 1.65707 -0.50066  1.074
N 2.14663 -0.53940 0.08359  -0.406
N 0.75848 1.20743 1.58080  0.525
C 2.75475 2.33161 2.37850  0.673
C -3.91598 2.39285 0.20916  -0.764
C 4.16655 2.40907 2.35399  -0.949
C -5.11272 -0.23228 1.38333  -0.200
C 2.09617 -1.65998 -3.92247  -0.673
C -4.16372 -1.48049 -1.87051  0.273
C -3.14406 1.58832 -1.91464  -0.207
C 3.39065 -1.94412 -4.34387  -0.650
C -4.10683 0.58058 5.36899  -0.845
C -3.41455 -0.05778 3.08679  0.012
C -6.12607 -0.00091 2.32566  -1.090
C -5.78663 0.30537 3.61018  -0.846
C -0.30984 2.84604 -1.00810  -0.316
C -1.82922 -0.22613 -4.54452  -0.749
C -2.82444 0.49938 5.82132  -0.987
C 0.20274 1.70684 -3.22513  0.724
C 1.84555 -0.52786 -3.15529  0.818
C 2.11707 1.33622 1.61354  0.065
C -1.87625 -2.99738 -4.49082  -1.348
C 0.53607 1.83775 -4.57596  -0.465
C -2.12582 -0.23304 3.64871  0.343
C -2.69192 -2.31109 -5.37846  -0.993
C -1.04303 -2.30193 -3.63013  -0.562
C 0.34924 4.22744 -4.42774  -0.803
C -0.99369 -0.90492 -3.65706  1.164
C 0.10582 -2.35237 -0.53415  -1.950
C 4.24812 0.54966 0.82394  -0.173
C -3.19228 -2.84739 -0.14607  -1.213
C 0.02683 2.06355 2.26569  -0.239
C -1.81782 0.03965 4.94994  -0.563
C -3.77583 -0.22423 1.71752  0.667
C 1.93517 3.21267 3.11878  -0.865
C -3.54984 2.76470 -2.51876  -0.673
C 2.91035 0.32516 -2.83520  -0.677
C 4.44220 -1.10883 -4.00390  -0.918
C -4.49582 -3.86620 -1.88689  -0.874
C 4.19879 0.03407 -3.25052  -0.651
C -3.34732 1.37526 -0.55254  0.497
C 0.57740 3.07816 3.05855  -1.337
C -4.43565 0.28745 4.02086  0.637
C 4.89548 1.53896 1.59347  -1.007
C 2.88613 0.45664 0.83776  0.027
C -4.71389 -2.61900 -2.44694  -0.862
C 0.59717 3.08321 -5.17517  -0.860
C 0.06050 4.11482 -3.08033  -0.735
C -4.13856 3.76528 -1.75633  -0.903
C -4.30718 3.58096 -0.39368  -0.911
C -2.67458 -0.92518 -5.39339  -0.880
C -3.39710 -1.58741 -0.71518  1.055
C -0.01899 2.86440 -2.47326  -0.708
C -3.73116 -3.97972 -0.73160  -0.431
H 2.32305 -1.45746 0.50472  0.185
H -5.40366 -0.37304 0.34997  0.450
H -0.81882 -0.13545 5.32745  0.517
H -0.80411 -2.89890 -0.77068  0.199
H -4.05560 2.27429 1.27506  0.416
H -0.41284 -2.86634 -2.96170  0.765
H -1.04838 1.96053 2.18380  0.636
H 0.39659 5.20352 -4.89104  0.473
H -6.54662 0.54708 4.34237  0.449
H -4.74548 4.36445 0.20963  0.477
H -4.93122 -4.74835 -2.33708  0.443
H 5.00924 0.70791 -3.00461  0.553
H -1.82055 0.85448 -4.58726  0.398
H -0.10761 4.98834 -2.46551  0.574
H -3.57436 -4.94765 -0.27415  0.499
H 5.44533 -1.33424 -4.33932  0.426
H 1.29174 -2.32005 -4.21478  0.431
H 2.72107 1.25462 -2.30356  0.532
H -3.39760 2.90896 -3.58127  0.522
H 3.57030 -2.82034 -4.95222  0.505
H -4.90777 0.85878 6.04188  0.433
H -7.16069 -0.02290 2.01303  0.450
H 0.75796 0.95605 -5.16497  0.586
H -2.58030 0.72671 6.84938  0.440
H 2.39408 3.99411 3.71107  0.488
H -2.62823 -2.94717 0.77496  0.340
H -4.45711 4.68724 -2.22372  0.446
H 5.97440 1.60039 1.57510  0.430
H -2.66222 0.82168 -2.50484  -0.257
H -1.88253 -4.07897 -4.46655  0.502
H -4.37609 -0.51540 -2.30694  0.541
H -3.33696 -2.85409 -6.05636  0.462
H 2.53849 -0.60125 -0.85944  -0.017
H -3.31107 -0.38165 -6.07909  0.483
H 4.82888 -0.14083 0.22353  0.576
H -0.08171 3.74674 3.59221  0.578
H 0.78223 -2.46454 -1.38226  1.130
H 0.84607 3.15998 -6.22514  0.502
H -5.32497 -2.52083 -3.33428  0.513
H 4.65781 3.17073 2.94526  0.482

Lowest unoccupied orbital energy (alpha / beta)   -5.6 / -6.2 eV
HOMO level (alpha / beta)   -13.190 / -13.185 eV
Relative energy (zero: lowest compared OMol25 entry of this formula, charge and spin)   0.00 kcal per mole
Frontier orbital gap (alpha / beta)   7.60 / 7.01 eV
Charge   +2
Multiplicity   3

Among the records above, which one has the highest charge?
C51H40I2N2O2P2W

Which value of charge does entry 1 give?
0

Number 3 is which compound?
C12H30CaIN2O8S